Entry from the OMol25 dataset: a molecular structure, C40H55BEuN8S4 at a distorted geometry (ωB97M-V/def2-TZVPD).

```
109
Properties=species:S:1:pos:R:3:lowdin_charge:R:1
H -1.76 0.83 -3.57 0.07
C 3.76 -0.18 4.23 -0.11
C 1.02 0.34 4.33 -0.12
H 0.87 -1.50 5.43 0.13
C -3.60 4.21 -1.56 -0.02
C 1.87 1.26 3.73 -0.12
C 3.24 0.99 3.67 -0.13
H 2.66 -2.88 6.07 0.10
H 8.25 -3.82 -1.64 0.11
N 6.23 -2.50 -0.45 0.13
S -1.56 -0.23 2.32 0.97
N 5.10 -2.35 1.62 0.04
H 3.84 -1.72 6.67 0.12
C 0.97 1.19 -3.76 -0.02
H -6.31 0.86 -3.34 0.10
H -4.00 -1.15 -3.09 0.06
H -3.86 3.16 -1.62 0.06
N -0.39 -0.84 -0.50 -0.02
S 0.18 -2.78 1.32 0.56
H -4.13 3.08 0.86 0.07
C -5.01 -1.49 -2.84 -0.03
C 2.91 -1.10 4.88 -0.32
H 0.51 1.77 -2.97 0.07
H 4.83 -0.28 4.31 0.12
H -6.13 1.60 -1.75 0.09
H -0.22 5.21 -0.57 0.13
C 7.35 -3.15 1.47 0.06
C 0.47 1.98 0.14 -0.55
H -2.03 6.35 -1.00 0.09
H 1.49 2.22 3.41 0.12
H -3.50 6.58 -0.08 0.10
N -3.50 -0.19 -0.83 0.22
H -6.27 -1.00 0.85 0.13
C -5.70 0.88 -2.44 -0.03
C 6.17 -3.13 3.66 0.00
C -3.06 -0.41 1.47 -0.45
H 8.23 -3.54 1.97 0.14
C -1.29 0.30 -4.40 -0.02
S 1.82 0.94 0.41 0.61
H -5.60 -1.52 -3.76 0.10
H -4.96 -2.50 -2.44 0.09
H 0.23 -1.77 -5.42 0.10
H 2.14 4.89 -0.63 0.10
H 6.18 -2.20 4.22 0.09
H 1.82 -1.15 -4.94 0.09
H 6.16 -2.36 -1.45 0.17
H 1.99 0.93 -3.47 0.09
H -0.02 0.58 4.49 0.09
C -4.39 -0.73 1.80 -0.19
H 2.69 3.70 0.56 0.08
H -2.96 4.47 -2.40 0.09
C -7.07 -1.00 -1.51 -0.05
H 2.63 3.26 -1.13 0.09
C 8.53 -3.23 -0.76 0.03
C 1.14 -4.19 -1.20 -0.07
C 0.13 -2.07 -0.28 -0.64
H -1.88 -0.58 -4.64 0.09
H -7.07 -2.00 -1.07 0.10
H 9.31 -3.76 -0.21 0.11
C -5.65 -0.53 -1.83 -0.54
C 0.15 -0.09 -4.03 -0.53
H -4.47 -2.01 3.50 0.11
C 0.72 3.35 -0.19 -0.24
C 5.12 -2.19 0.28 -0.79
N -2.71 -0.16 0.21 -0.01
H -2.00 6.22 0.77 0.10
H 1.91 -4.21 -0.43 0.05
H -4.69 1.20 -2.72 0.07
H 5.27 -3.69 3.89 0.09
N -0.38 -0.27 -1.70 0.18
H 1.54 -4.57 -2.13 0.10
H 4.26 -2.75 5.33 0.04
H 1.01 1.79 -4.66 0.10
H 8.96 -2.30 -1.13 0.12
C -4.83 -1.02 3.19 -0.01
S 3.75 -1.65 -0.54 0.62
H -4.51 4.80 -1.64 0.10
Eu 2.36 -1.26 1.95 1.58
N -0.80 1.56 0.18 0.01
C -1.67 3.66 -0.14 -0.17
C 6.20 -2.86 2.20 -0.26
H -7.59 -0.32 -0.85 0.09
N -1.84 2.38 0.07 0.21
H -4.42 -0.29 3.88 0.10
H -7.64 -1.06 -2.44 0.10
H 3.92 1.76 3.30 0.13
C 0.12 -0.88 -2.75 -0.17
C -2.58 6.01 -0.13 -0.04
H 0.97 -2.73 -3.49 0.13
B -1.21 0.11 0.41 -0.84
H -3.37 4.31 1.90 0.09
H -4.75 4.74 0.89 0.10
C 3.45 -2.19 5.77 -0.01
H -5.91 -1.02 3.25 0.10
C 0.79 -0.87 -5.17 -0.04
C -4.77 -0.49 -0.61 -0.17
C 0.61 -2.20 -2.62 0.10
H 0.82 -0.25 -6.07 0.10
C -3.85 4.13 0.93 -0.03
C 7.37 -2.96 0.11 -0.22
C -2.91 4.52 -0.22 -0.54
C 1.53 -0.85 4.87 -0.07
C -0.36 4.17 -0.32 0.11
H -1.28 0.96 -5.27 0.10
C 0.62 -2.81 -1.39 -0.28
H 7.04 -3.72 3.97 0.10
H 0.34 -4.86 -0.87 0.10
C -5.23 -0.75 0.70 0.12
C 2.12 3.83 -0.36 -0.05
```

Results
DFT total energy, a.u.: -4322.51964
Net charge: +3
Multiplicity: 7
Maximum force, eV/A: 1.08